# 1
Here is a 2-piece molecular cluster, C20H32ClNO4PS overall at a distorted geometry from OMol25. Energies are from ωB97M-V with the def2-TZVPD basis set.

XYZ file:
```
60
Properties=species:S:1:pos:R:3:lowdin_charge:R:1
C 3.633 -3.890 -0.976 -0.13
C 4.108 -2.842 0.224 -0.20
C 3.863 -3.480 1.750 -0.19
O 3.097 -2.543 2.578 -0.20
C 1.824 -3.094 3.051 -0.13
C 0.617 -1.958 2.829 -0.26
C 1.109 -0.472 3.396 -0.10
C 1.113 0.536 2.089 -0.16
C -0.336 1.315 1.790 -0.04
C -0.421 2.294 0.478 -0.02
C 0.919 2.425 -0.461 -0.13
C 0.889 3.366 -1.839 -0.11
C 2.372 1.678 -0.160 -0.01
C 2.451 0.698 1.154 -0.02
C 0.249 -2.113 1.235 -0.09
C -0.779 -3.432 1.269 -0.14
N -1.582 -3.058 2.515 -0.51
Cl -3.193 -3.678 2.535 0.77
C -0.881 -2.288 3.410 -0.16
P -1.780 -1.808 5.025 0.81
O -0.852 -1.974 6.331 -0.48
H 3.193 -4.895 -0.559 0.07
H 2.735 -3.342 -1.531 0.08
H 4.545 -4.047 -1.700 0.08
H 5.234 -2.487 0.069 0.12
H 3.443 -1.853 0.168 0.08
H 3.466 -4.578 1.723 0.12
H 4.958 -3.529 2.224 0.14
H 1.540 -4.150 2.640 0.13
H 1.904 -3.211 4.236 0.16
H 0.364 -0.041 4.216 0.11
H 2.168 -0.490 3.895 0.14
H -1.257 1.135 2.518 0.08
H -1.441 2.837 0.234 0.10
H 0.159 4.282 -1.755 0.07
H 0.415 2.656 -2.673 0.07
H 1.965 3.629 -2.218 0.08
H 3.324 1.793 -0.836 0.10
H 3.406 0.070 1.484 0.10
H 1.218 -2.242 0.556 0.14
H -0.478 -1.311 0.733 0.14
H -0.268 -4.479 1.466 0.15
H -1.375 -3.263 0.274 0.15
H -2.285 -0.429 5.014 0.05
H -2.943 -2.648 5.194 0.01
C -3.720 3.842 -5.471 -0.22
C -4.651 3.553 -4.294 -0.22
C -3.812 2.907 -3.193 -0.23
S -2.148 3.520 -3.408 0.68
O -1.293 2.411 -3.778 -0.34
O -1.826 4.418 -2.317 -0.35
C -2.481 4.487 -4.867 -0.23
H -4.192 4.493 -6.212 0.12
H -3.450 2.902 -5.968 0.12
H -5.079 4.494 -3.928 0.12
H -5.484 2.906 -4.586 0.12
H -4.174 3.180 -2.198 0.11
H -3.788 1.818 -3.294 0.11
H -1.618 4.466 -5.535 0.12
H -2.687 5.513 -4.549 0.11
```

Its HOMO-LUMO gap is 0.1840 Ha. As for the net charge: +1.

# 2
Here is an isolated ion of composition C5H10NO and charge +1 at a distorted geometry from OMol25. Energies are from ωB97M-V with the def2-TZVPD basis set.

XYZ file:
```
17
Properties=species:S:1:pos:R:3:lowdin_charge:R:1
C -0.710 -0.866 -1.320 0.30
C 0.349 -0.549 0.754 0.02
C -1.207 -0.396 0.978 -0.43
C -1.555 1.084 0.595 0.00
C 1.527 -0.099 -1.540 0.05
N 0.353 -0.522 -0.784 -0.08
O -1.907 -1.362 0.278 0.04
H -1.089 -1.053 -2.213 0.11
H 0.920 0.189 1.286 0.13
H 0.783 -1.476 0.920 0.12
H -1.396 -0.486 2.027 0.15
H -0.572 1.633 0.719 0.11
H -2.304 1.378 1.218 0.05
H -1.967 1.213 -0.359 0.07
H 1.153 0.574 -2.361 0.14
H 2.092 -0.889 -2.005 0.11
H 2.184 0.436 -0.905 0.10
```

Its HOMO-LUMO gap is 0.3371 Ha. The calculation puts the energy relative to the best compared isomer or geometry (same formula, charge and spin) at 541.1 kJ/mol. As for the net charge: +1.

# 3
Here is an isolated ion of composition C4H2NO2S and charge -1 at a distorted geometry from OMol25. Energies are from ωB97M-V with the def2-TZVPD basis set.

XYZ file:
```
10
Properties=species:S:1:pos:R:3:lowdin_charge:R:1
C 0.200 0.428 0.324 -0.18
C -2.241 -0.470 0.174 -0.67
C 2.683 -0.191 -0.104 -0.82
C -1.024 0.749 -0.039 -0.10
N 1.358 0.242 0.553 0.21
O 3.529 0.665 -0.129 0.01
O 2.576 -1.279 -0.559 0.03
S -3.791 -0.417 -0.235 0.53
H -1.856 -1.248 0.664 -0.04
H -1.434 1.520 -0.649 0.05
```

Its HOMO-LUMO gap is 0.2830 Ha. As for the SMILES: O=C([O-])N=C=CC=S. The calculation puts the energy relative to the best compared isomer or geometry (same formula, charge and spin) at 213.6 kJ/mol. As for the net charge: -1.

# 4
Here is a 13-piece molecular cluster, C5H35NO13 overall at a distorted geometry from OMol25. Energies are from ωB97M-V with the def2-TZVPD basis set.

XYZ file:
```
54
Properties=species:S:1:pos:R:3:lowdin_charge:R:1
O -1.179 0.446 1.358 0.05
C -0.039 0.849 1.325 -0.21
C 0.404 1.943 0.411 -0.38
C 0.816 3.150 1.223 -0.18
C 2.169 3.026 2.003 -0.26
C 3.150 4.123 1.652 -0.12
N -0.584 2.318 -0.607 0.07
H 0.659 0.441 2.083 0.13
H 1.415 1.732 -0.044 0.16
H 0.043 3.583 1.839 0.12
H 1.022 3.908 0.446 0.09
H 1.964 2.809 3.067 0.11
H 2.569 2.006 1.725 0.10
H 2.702 5.056 2.085 0.09
H 4.147 4.162 2.128 0.07
H 3.251 4.315 0.585 0.04
H -0.553 1.875 -1.539 0.03
H -1.484 2.118 -0.172 0.07
H -0.763 -2.427 0.777 0.03
H 0.444 -2.971 0.379 0.01
O -0.049 -2.926 1.219 -0.09
H -4.697 -1.872 0.761 0.02
H -6.047 -1.273 0.572 0.03
O -5.628 -2.014 1.027 -0.07
H 0.562 1.293 -4.070 0.08
H -0.887 1.720 -4.106 0.08
O -0.152 1.587 -3.491 -0.05
H 1.266 -4.458 1.957 0.03
H 2.046 -3.079 2.209 0.05
O 2.109 -4.030 2.139 -0.06
H -0.926 4.524 -2.319 0.04
H -0.162 3.282 -2.988 -0.04
O -0.358 4.233 -3.034 -0.08
H -3.234 1.586 -1.538 0.03
H -2.926 0.121 -1.891 0.03
O -3.013 1.005 -2.270 -0.05
H -2.380 -5.136 3.183 0.02
H -1.266 -3.945 3.083 0.00
O -1.757 -4.564 3.625 -0.05
H -0.318 -2.071 -1.968 0.03
H -0.391 -0.587 -1.445 0.03
O -0.694 -1.489 -1.305 -0.06
H 2.593 4.547 -2.304 0.05
H 1.396 3.970 -1.631 0.00
O 2.291 4.292 -1.423 -0.07
H -2.970 -3.349 -1.584 0.04
H -3.222 -3.753 -0.099 0.05
O -3.048 -3.013 -0.688 -0.05
H 1.696 -6.304 0.735 0.04
H 2.563 -5.153 0.809 0.03
O 2.117 -5.699 0.107 -0.09
H 2.406 -2.847 -1.267 0.07
H 1.461 -4.017 -1.343 0.05
O 1.469 -3.044 -1.387 -0.06
```

Its HOMO-LUMO gap is 0.3463 Ha. The calculation puts the energy relative to the best compared isomer or geometry (same formula, charge and spin) at 290.0 kJ/mol.

# 5
Here is a 8-piece molecular cluster, C31H58O17S5 overall at a distorted geometry from OMol25. Energies are from ωB97M-V with the def2-TZVPD basis set.

XYZ file:
```
111
Properties=species:S:1:pos:R:3:lowdin_charge:R:1
C 6.852 -4.015 2.725 -0.02
C 5.502 -3.963 2.046 -0.30
C 4.315 -3.684 3.005 -0.08
O 3.900 -2.374 2.661 0.05
C 4.414 -2.020 1.464 -0.55
O 4.077 -1.086 0.815 0.16
O 5.429 -2.848 1.135 0.08
H 6.972 -4.983 3.215 0.09
H 6.888 -3.243 3.494 0.09
H 7.659 -3.907 2.004 0.09
H 5.326 -4.851 1.442 0.15
H 4.524 -3.731 4.070 0.13
H 3.549 -4.435 2.794 0.13
C -5.952 0.348 1.334 -0.02
C -6.355 1.245 0.199 -0.29
C -5.190 2.118 -0.293 -0.11
O -4.863 1.623 -1.580 0.06
C -5.866 0.806 -1.994 -0.57
O -6.009 0.450 -3.117 0.16
O -6.633 0.429 -0.951 0.08
H -5.970 0.892 2.281 0.09
H -4.908 0.040 1.228 0.08
H -6.570 -0.545 1.403 0.09
H -7.203 1.862 0.490 0.15
H -4.359 2.163 0.416 0.12
H -5.400 3.194 -0.366 0.13
C 0.223 -1.041 6.032 -0.02
C 0.568 -0.106 4.890 -0.48
O 0.256 1.062 4.932 0.06
C 1.526 -0.619 3.846 -0.02
H 0.938 -0.836 6.831 0.09
H 0.285 -2.092 5.761 0.08
H -0.776 -0.772 6.374 0.09
H 2.346 -1.150 4.328 0.08
H 1.803 0.166 3.154 0.06
H 0.987 -1.416 3.315 0.09
C -2.002 4.813 -3.915 -0.20
C -1.162 6.080 -3.903 -0.24
C -1.516 6.761 -2.578 -0.22
S -1.184 5.439 -1.419 0.64
O -1.984 5.507 -0.228 -0.31
O 0.246 5.324 -1.311 -0.32
C -1.821 4.163 -2.523 -0.21
H -1.749 4.105 -4.706 0.11
H -3.062 5.015 -4.057 0.11
H -1.394 6.751 -4.736 0.12
H -0.099 5.873 -4.024 0.12
H -2.581 6.992 -2.601 0.11
H -0.934 7.641 -2.321 0.11
H -2.840 4.052 -2.124 0.09
H -1.451 3.168 -2.277 0.09
C 1.438 -0.092 -0.761 -0.22
C 1.611 1.409 -0.481 -0.18
C 0.484 1.911 0.444 -0.17
S -0.818 0.662 0.321 0.67
O -1.994 1.248 -0.269 -0.33
O -0.857 -0.099 1.543 -0.31
C -0.030 -0.328 -0.938 -0.25
H 1.836 -0.641 0.098 0.10
H 2.005 -0.423 -1.630 0.10
H 1.538 1.920 -1.446 0.12
H 2.608 1.635 -0.106 0.11
H 0.066 2.795 -0.024 0.08
H 0.739 1.997 1.495 0.09
H -0.435 0.106 -1.862 0.11
H -0.412 -1.347 -0.945 0.09
C 3.694 1.912 3.135 -0.24
C 4.914 2.798 2.823 -0.21
C 4.380 4.168 2.465 -0.21
S 2.845 4.357 3.437 0.68
O 1.778 4.393 2.468 -0.32
O 2.968 5.332 4.485 -0.32
C 2.851 2.685 4.126 -0.22
H 4.026 0.937 3.497 0.11
H 3.130 1.699 2.221 0.09
H 5.588 2.356 2.093 0.11
H 5.478 2.878 3.759 0.12
H 3.945 4.202 1.465 0.10
H 5.026 5.027 2.621 0.10
H 1.811 2.367 4.204 0.07
H 3.286 2.742 5.123 0.11
C 1.541 -2.268 -4.026 -0.22
C 2.339 -3.354 -4.792 -0.21
C 1.740 -4.644 -4.279 -0.24
S -0.028 -4.401 -4.190 0.66
O -0.493 -4.942 -2.943 -0.31
O -0.603 -4.736 -5.467 -0.32
C 0.055 -2.601 -4.151 -0.21
H 1.647 -1.252 -4.404 0.12
H 1.927 -2.325 -3.007 0.10
H 3.401 -3.300 -4.561 0.11
H 2.224 -3.210 -5.868 0.12
H 2.023 -4.758 -3.227 0.11
H 1.946 -5.603 -4.749 0.11
H -0.510 -2.282 -3.277 0.08
H -0.346 -2.273 -5.104 0.11
C -4.141 -2.413 -1.897 -0.21
C -3.403 -2.300 -0.546 -0.20
C -3.846 -3.507 0.265 -0.22
S -4.161 -4.892 -0.834 0.65
O -5.467 -5.436 -0.590 -0.32
O -3.042 -5.780 -0.786 -0.31
C -4.142 -3.871 -2.307 -0.21
H -3.718 -1.817 -2.706 0.12
H -5.137 -1.977 -1.754 0.11
H -3.674 -1.393 -0.016 0.09
H -2.340 -2.312 -0.797 0.10
H -4.840 -3.273 0.658 0.10
H -3.213 -3.781 1.105 0.11
H -4.849 -4.182 -3.070 0.11
H -3.141 -4.090 -2.702 0.09
```

Its HOMO-LUMO gap is 0.3541 Ha. As for the SMILES: C[C@H]1COC(=O)O1.C[C@H]1COC(=O)O1.O=S1(=O)CCCC1.O=S1(=O)CCCC1.O=S1(=O)CCCC1.O=S1(=O)CCCC1.O=S1(=O)CCCC1.CC(C)=O. The calculation puts the energy relative to the best compared isomer or geometry (same formula, charge and spin) at 76.6 kJ/mol.

# 6
Here is C17H20N4O8Sn as an isolated structure at a distorted geometry from OMol25. Energies are from ωB97M-V with the def2-TZVPD basis set.

XYZ file:
```
50
Properties=species:S:1:pos:R:3:lowdin_charge:R:1
Sn 0.397 -0.852 0.608 1.69
O 2.538 -6.116 4.504 0.26
C 2.176 -5.233 3.816 -0.19
C 3.030 -4.002 3.321 -0.19
O 4.217 -4.022 3.267 0.26
C 2.051 -3.037 2.680 -0.22
C 0.783 -3.787 2.362 -0.21
O 0.040 -3.454 1.469 0.08
C 0.726 -5.035 3.220 -0.19
O -0.224 -5.638 3.602 0.26
O 2.166 -1.846 2.519 0.07
N 4.018 5.554 -1.286 0.20
C 2.805 5.130 -1.685 -0.49
O 2.042 5.786 -2.360 0.09
C 2.362 3.753 -1.221 -0.08
C 2.925 3.048 -0.164 0.02
C 2.340 1.855 0.225 -0.12
N 1.274 1.337 -0.389 -0.08
C 0.756 1.998 -1.430 -0.11
C 1.257 3.206 -1.865 0.03
H 4.303 6.478 -1.568 0.13
H 4.677 4.983 -0.792 0.10
H 3.787 3.404 0.381 0.12
H 2.732 1.295 1.068 0.11
H -0.090 1.531 -1.921 0.11
H 0.802 3.747 -2.683 0.13
C -2.333 -1.988 -2.429 0.00
N -1.157 -2.414 -3.178 -0.14
C -1.307 -3.047 -4.493 0.00
C 0.032 -2.239 -2.657 -0.26
O 0.244 -1.689 -1.547 -0.25
H -3.229 -2.187 -3.006 0.10
H -2.273 -0.919 -2.216 0.09
H -2.393 -2.523 -1.479 0.10
H -2.334 -2.950 -4.826 0.10
H -1.059 -4.107 -4.449 0.11
H -0.662 -2.567 -5.226 0.10
H 0.877 -2.599 -3.250 0.17
C -3.435 1.173 0.634 -0.01
N -3.055 1.558 1.988 -0.15
C -3.959 2.381 2.797 0.00
C -1.911 1.142 2.472 -0.26
O -1.093 0.437 1.830 -0.25
H -4.384 1.627 0.373 0.10
H -3.522 0.088 0.559 0.10
H -2.671 1.505 -0.072 0.09
H -4.689 2.857 2.151 0.10
H -3.405 3.159 3.319 0.10
H -4.490 1.775 3.530 0.11
H -1.683 1.443 3.497 0.17
```

Its HOMO-LUMO gap is 0.2182 Ha. The calculation puts the energy relative to the best compared isomer or geometry (same formula, charge and spin) at 140.1 kJ/mol. As for the net charge: +2.

E (computed, eV): -63563.237, -8872.972, -20600.065, -33859.798, -122069.328, -46108.696
Lowest unoccupied orbital energy (computed, Eh): -0.196, -0.209, 0.114, -0.006, -0.001, -0.324